Entry 1:
Formula: C12H17N
Source: the Open Molecules 2025 dataset
Level of theory: ωB97M-V/def2-TZVPD

The geometry in XYZ format:
```
30
Properties=species:S:1:pos:R:3:lowdin_charge:R:1
C 1.26204 -1.91919 -2.57064 -0.049
C 1.54355 -0.90023 -1.52428 -0.255
C 2.07634 -1.11515 -0.30386 -0.093
N 2.05973 0.02642 0.46477 0.059
C 1.23578 0.95815 -0.11692 -0.198
C 0.61208 2.14164 0.32678 -0.061
C -0.21742 2.74962 -0.59575 -0.121
C -0.53285 2.25281 -1.86725 -0.096
C -0.00777 1.04303 -2.27516 -0.056
C 0.88342 0.39957 -1.45561 -0.120
H 0.47454 -1.60945 -3.27450 0.071
H 0.97336 -2.92364 -2.20675 0.085
H 2.27519 -1.86350 -3.06381 0.100
H 2.43812 -2.08821 0.04076 0.131
H 2.38226 0.33627 1.39048 0.168
H 0.62819 2.25769 1.40502 0.109
H -0.82778 3.54689 -0.22519 0.095
H -1.27622 2.75231 -2.48551 0.101
H -0.42880 0.67894 -3.20532 0.108
C -1.97696 0.21472 1.21142 -0.135
C -1.70388 -0.39902 2.56994 -0.299
C -0.72443 -1.58374 2.33542 -0.127
H -1.42243 -0.11871 0.30349 0.070
H -3.05699 0.10843 0.94735 0.084
H -1.43924 1.21177 1.23504 0.061
H -2.68694 -0.67690 2.93575 0.088
H -1.18873 0.27602 3.28344 0.099
H 0.06437 -1.33099 1.61543 0.034
H -1.27848 -2.44999 1.90490 0.079
H -0.14004 -1.97557 3.20055 0.068
```

Molecular weight: 175.3 g mol⁻¹
Charge: 0
LUMO: 0.90 eV
E: -522.14762 a.u.
SMILES string: Cc1c[nH]c2ccccc12.CCC

Entry 2:
Formula: C42H47BaF3N5S
Source: the Open Molecules 2025 dataset
Level of theory: ωB97M-V/def2-TZVPD

The geometry in XYZ format:
```
99
Properties=species:S:1:pos:R:3:lowdin_charge:R:1
Ba 0.83132 0.90221 -1.20221 1.797
C -4.06607 2.59800 3.37412 -0.090
C -3.76903 3.11594 1.96324 -0.204
C -3.06045 2.10095 1.12086 -0.155
C -3.60239 1.22446 0.23511 -0.138
C -5.03373 1.09362 -0.18451 -0.197
C -5.30679 1.74548 -1.54297 -0.088
C -2.49746 0.41048 -0.26593 -0.260
C -2.63001 -0.66795 -1.14738 0.046
C -1.64193 -1.56558 -1.56174 -0.254
C -1.89230 -2.78513 -2.32687 -0.134
C -3.23523 -3.25134 -2.79254 -0.196
C -4.04105 -3.93324 -1.68195 -0.090
C -0.69208 -3.40906 -2.45347 -0.134
C 0.28383 -2.56712 -1.76403 -0.253
C 1.62946 -2.89120 -1.58029 0.042
C 2.57340 -2.23326 -0.78094 -0.258
N 2.36173 -1.06383 -0.13930 -0.040
C 3.44035 -0.83389 0.64595 -0.260
C 3.55052 0.20214 1.57770 0.039
C 2.57407 1.12279 1.97552 -0.260
N 1.34166 1.23809 1.42721 -0.044
C 0.65186 2.13362 2.16878 -0.262
C -0.70372 2.44387 1.99617 0.038
C -1.62760 1.81655 1.15790 -0.278
N -1.33842 0.80871 0.30158 -0.047
C 1.50078 2.66362 3.22880 -0.143
C 2.69885 2.02835 3.11237 -0.143
C 3.92041 2.20443 3.95990 -0.204
C 4.97737 3.08668 3.28894 -0.095
C 1.07180 3.63525 4.28434 -0.204
C 0.32437 2.95403 5.43491 -0.092
C 4.42820 -1.89248 0.45854 -0.141
C 3.88730 -2.76581 -0.43356 -0.139
C 4.44930 -4.06628 -0.91685 -0.198
C 3.90843 -5.27166 -0.14103 -0.087
C 5.72619 -2.00818 1.19530 -0.200
C 5.56031 -2.60697 2.59589 -0.090
N -0.32707 -1.46729 -1.26472 -0.056
C -0.39575 -4.72931 -3.09218 -0.196
C -0.33600 -5.87701 -2.07893 -0.087
H -4.56596 3.35470 3.98275 0.065
H -3.14223 2.30602 3.87597 0.062
H -4.70603 1.71519 3.32667 0.074
H -3.16561 4.02582 2.03203 0.105
H -4.70436 3.40603 1.47763 0.101
H -5.68156 1.54248 0.57317 0.100
H -5.30440 0.03463 -0.22818 0.105
H -5.11145 2.81791 -1.49732 0.061
H -6.34248 1.59513 -1.85579 0.066
H -4.64942 1.33256 -2.30977 0.073
H -3.63449 -0.86989 -1.50326 0.096
H -3.11123 -3.94513 -3.62781 0.099
H -3.80335 -2.40206 -3.18215 0.106
H -3.51401 -4.81503 -1.31348 0.062
H -5.02498 -4.24539 -2.03883 0.065
H -4.17862 -3.25695 -0.83704 0.068
H 1.96234 -3.81263 -2.04648 0.095
H 4.48481 0.24120 2.12857 0.093
H -1.10025 3.21744 2.64601 0.096
H 4.35584 1.22705 4.18690 0.104
H 3.63923 2.64281 4.92093 0.099
H 5.28031 2.66144 2.33099 0.068
H 5.86592 3.19265 3.91525 0.064
H 4.57322 4.08151 3.09338 0.073
H 0.43148 4.40324 3.84152 0.104
H 1.94679 4.15885 4.67828 0.100
H -0.55458 2.42733 5.06012 0.063
H 0.00011 3.67781 6.18599 0.065
H 0.96559 2.21619 5.92049 0.073
H 5.53947 -4.04542 -0.83796 0.098
H 4.22173 -4.19162 -1.97921 0.105
H 4.17008 -5.19587 0.91560 0.062
H 4.31271 -6.20921 -0.52903 0.066
H 2.82014 -5.31209 -0.20640 0.060
H 6.19158 -1.02197 1.27944 0.103
H 6.41947 -2.62595 0.61849 0.098
H 4.87131 -2.00564 3.19060 0.068
H 6.51598 -2.66079 3.12213 0.065
H 5.14562 -3.61435 2.53434 0.062
H 0.55507 -4.67174 -3.62910 0.106
H -1.15820 -4.95014 -3.84340 0.099
H 0.42178 -5.68019 -1.31894 0.060
H -0.09842 -6.82558 -2.56550 0.066
H -1.29334 -5.98446 -1.56620 0.063
F -1.85996 1.83926 -6.43002 0.117
C -1.70418 3.12175 -6.06429 -0.608
F -0.59130 3.57976 -6.66164 0.112
F -2.73345 3.79540 -6.64978 0.090
C -1.70515 3.32152 -4.57452 -0.142
C -2.68794 4.10930 -4.01494 -0.023
C -2.72318 4.31124 -2.64086 -0.084
C -1.74748 3.68716 -1.89130 -0.158
N -0.78168 2.93418 -2.40961 -0.103
C -0.71232 2.71842 -3.74674 -0.785
S 0.56006 1.73570 -4.35576 0.439
H -3.43324 4.56591 -4.65172 0.114
H -3.48524 4.91792 -2.17267 0.093
H -1.73502 3.78388 -0.80934 0.102
```

Molecular weight: 848.3 g mol⁻¹
Charge: -1
LUMO: 1.92 eV
E: -2625.95629 a.u.

Entry 3:
Formula: C20H19N3
Source: the Open Molecules 2025 dataset
Level of theory: ωB97M-V/def2-TZVPD

The geometry in XYZ format:
```
42
Properties=species:S:1:pos:R:3:lowdin_charge:R:1
C 3.25432 1.27700 -0.13982 0.003
C 1.87397 1.06717 -0.63879 -0.304
N 1.63097 1.32319 -1.89251 0.153
C 0.41459 1.07815 -2.54025 -0.224
C 0.13454 1.32800 -3.85975 -0.052
C -1.04835 1.07453 -4.49454 -0.054
C -2.04286 0.49429 -3.75344 -0.217
C -3.27384 -0.02735 -4.41721 -0.057
C -1.92730 0.42237 -2.33233 -0.172
N -2.94512 0.07270 -1.57258 0.118
C -2.77846 -0.33799 -0.35635 -0.332
C -4.10800 -0.85101 0.24686 -0.037
C -1.54604 -0.20503 0.33302 0.045
C -0.38529 0.26221 -0.37955 -0.050
C -0.64534 0.70630 -1.71729 -0.019
N 0.94312 0.39680 0.16074 0.048
C 1.31166 -0.23734 1.37782 -0.267
C 1.34801 0.64614 2.43030 -0.048
C 1.77973 0.28591 3.67720 -0.048
C 2.07549 -1.03398 4.00241 -0.271
C 2.34172 -1.26445 5.37792 -0.062
C 2.09834 -1.91950 2.87845 -0.014
C 1.76843 -1.56852 1.57220 0.021
H 3.31057 0.91473 0.84120 0.043
H 3.98583 0.77423 -0.84980 0.120
H 3.51067 2.31621 -0.18411 0.081
H 0.90299 1.74081 -4.55326 0.122
H -1.01271 1.16515 -5.56600 0.117
H -3.94637 -0.66647 -3.80333 0.077
H -3.12074 -0.46287 -5.36499 0.050
H -3.88833 0.93253 -4.65481 0.115
H -3.79938 -1.70027 0.96808 0.097
H -4.85859 -1.17575 -0.52898 0.087
H -4.52501 -0.01237 0.76609 0.055
H -1.35881 -0.54390 1.36616 0.109
H 1.22292 1.75310 2.11501 0.165
H 1.77443 1.16492 4.32950 0.123
H 2.74410 -0.37723 5.90005 0.105
H 1.50331 -1.53204 5.87774 0.057
H 3.06942 -2.05774 5.50263 0.092
H 2.50988 -2.87555 3.08542 0.098
H 1.70152 -2.34710 0.79087 0.129
```

Molecular weight: 301.4 g mol⁻¹
Charge: 0
LUMO: 0.59 eV
E: -937.74939 a.u.
SMILES string: CC1=Nc2ccc(C)c3nc(C)cc(c23)N1c1ccc(C)cc1

Entry 4:
Formula: HgI2
Source: the Open Molecules 2025 dataset
Level of theory: ωB97M-V/def2-TZVPD

The geometry in XYZ format:
```
3
Properties=species:S:1:pos:R:3:lowdin_charge:R:1
Hg 0.32595 -0.06505 -0.79007 -0.017
I -0.57576 -1.88223 0.32952 0.023
I 0.24981 1.94728 0.46055 -0.006
```

Molecular weight: 454.4 g mol⁻¹
Charge: 0
LUMO: -1.48 eV
E: -748.79474 a.u.

Entry 5:
Formula: C11H18
Source: the Open Molecules 2025 dataset
Level of theory: ωB97M-V/def2-TZVPD

The geometry in XYZ format:
```
29
Properties=species:S:1:pos:R:3:lowdin_charge:R:1
C -1.66173 2.54881 0.85492 -0.100
C -1.72102 1.06035 0.45752 -0.186
C -0.67576 0.77447 -0.60567 -0.247
C 0.64877 1.13569 -0.29651 -0.088
C 1.71827 0.78888 -1.11346 -0.090
C 1.44676 0.38856 -2.42576 -0.098
C 0.12690 0.15676 -2.76971 -0.095
C -0.96684 0.39608 -1.91843 -0.025
H -0.69796 3.02081 0.83510 0.053
H -2.16025 2.83675 1.77315 0.066
H -2.20711 3.06186 0.03641 0.084
H -1.27861 0.46448 1.27622 0.103
H -2.75443 0.81296 0.30165 0.105
H 0.93694 1.53806 0.66852 0.113
H 2.76108 0.89823 -0.86210 0.102
H 2.25272 -0.00638 -3.02647 0.098
H -0.04570 -0.24639 -3.76442 0.098
H -1.94928 0.23404 -2.31990 0.103
C 0.86381 -2.25351 0.69366 -0.099
C 0.08184 -2.52936 2.01953 -0.327
C 0.48382 -1.71113 3.24011 -0.124
H 1.85817 -2.72738 0.74576 0.071
H 0.87971 -1.17423 0.59332 0.037
H 0.41266 -2.97937 0.01442 0.071
H -0.99991 -2.45792 1.81083 0.091
H 0.15362 -3.62146 2.19101 0.096
H -0.37336 -1.40406 3.84131 0.063
H 1.08312 -2.40199 3.82152 0.063
H 0.98305 -0.76630 3.03818 0.063
```

Molecular weight: 150.3 g mol⁻¹
Charge: 0
LUMO: 0.99 eV
E: -429.88942 a.u.
SMILES string: CCc1ccccc1.CCC

Entry 6:
Formula: C6H10N
Source: the Open Molecules 2025 dataset
Level of theory: ωB97M-V/def2-TZVPD

The geometry in XYZ format:
```
17
Properties=species:S:1:pos:R:3:lowdin_charge:R:1
C 0.26578 3.30006 0.11836 0.119
C 0.18781 2.07482 -0.37637 -0.030
C -0.26159 1.09809 -1.16696 -0.031
C -0.21777 -0.22438 -0.64579 -0.225
C -0.39037 -1.44892 -1.50344 0.031
N 0.02771 -0.24590 0.65236 0.048
C 0.32033 -1.40686 1.56715 0.001
H -0.48146 3.72718 0.77866 0.103
H 1.17710 3.76612 0.13882 0.055
H -0.55745 1.46041 -2.20563 0.168
H -0.44130 -1.18017 -2.53647 0.086
H -1.32871 -1.95536 -1.32036 0.107
H 0.41168 -2.19276 -1.32656 0.118
H 0.43655 0.50978 1.20871 0.148
H 1.28300 -1.78757 1.43869 0.067
H -0.42618 -2.18804 1.41003 0.098
H 0.43586 -1.03190 2.66392 0.138
```

Molecular weight: 96.2 g mol⁻¹
Charge: +1
LUMO: -5.01 eV
E: -289.03153 a.u.
SMILES string: C=C=C/C(C)=[NH+]/C

Entry 7:
Formula: C4H6N2
Source: the Open Molecules 2025 dataset
Level of theory: ωB97M-V/def2-TZVPD

The geometry in XYZ format:
```
12
Properties=species:S:1:pos:R:3:lowdin_charge:R:1
N -3.19902 0.01557 -0.81884 0.120
C -2.17759 0.33741 -0.33114 -0.384
C -0.83587 0.69887 -0.06416 -0.068
C 0.18263 -0.30710 0.43077 -0.320
C 1.49923 -0.45522 -0.24221 -0.154
N 1.40321 0.23989 1.03283 0.013
H -1.48204 0.54337 -1.39013 0.224
H -0.57275 1.74982 0.07573 0.122
H -0.22534 -1.21094 0.88524 0.141
H 1.72830 0.18721 -1.08919 0.104
H 1.94337 -1.44800 -0.28248 0.104
H 1.73586 -0.35089 1.79358 0.096
```

Molecular weight: 82.1 g mol⁻¹
Charge: 0
LUMO: 0.73 eV
E: -265.35563 a.u.